{
  "formula": "C31H17Cl4IrN6O4",
  "method": "ωB97M-V/def2-TZVPD",
  "elements": ["Ir", "C", "C", "N", "C", "C", "N", "C", "C", "C", "C", "C", "N", "C", "C", "N", "C", "C", "N", "C", "C", "C", "N", "C", "C", "H", "H", "H", "H", "H", "H", "H", "H", "H", "H", "H", "H", "Cl", "C", "C", "Cl", "C", "Cl", "C", "O", "C", "O", "C", "Cl", "O", "C", "O", "C", "C", "C", "C", "C", "C", "H", "H", "H", "H", "H"],
  "coordinates": [[1.3692, 0.4417, -0.0158], [2.3358, 2.4038, -3.8098], [2.1673, 2.2011, -2.4463], [1.8230, 1.0049, -1.9824], [1.6292, -0.0001, -2.8691], [1.8036, 0.2420, -4.2224], [2.1570, 1.4317, -4.6928], [1.2231, -1.3020, -2.2919], [1.0422, -2.4929, -2.9527], [0.6948, -3.6433, -2.2223], [0.5714, -3.5445, -0.8407], [0.7576, -2.3214, -0.2116], [1.0586, -1.2490, -0.9583], [0.7475, -2.0137, 1.2242], [0.4889, -2.9094, 2.1964], [0.7290, -2.6355, 3.5394], [1.0060, -1.4322, 3.8519], [0.9757, -0.2786, 2.8862], [1.1504, -0.7082, 1.5272], [0.4891, -4.9391, -2.9180], [0.6472, -6.1518, -2.2552], [0.4484, -7.3329, -2.9538], [0.1079, -7.3829, -4.2375], [-0.0478, -6.2233, -4.8675], [0.1310, -4.9891, -4.2615], [2.6216, 3.3769, -4.1876], [2.3167, 2.9894, -1.7208], [1.6487, -0.5444, -4.9501], [1.2023, -2.5484, -4.0185], [0.3203, -4.4080, -0.2438], [0.1587, -3.9137, 1.9728], [1.2655, -1.2121, 4.8835], [1.7159, 0.4763, 3.1415], [0.9516, -6.2060, -1.2193], [0.5752, -8.2857, -2.4535], [-0.3327, -6.2784, -5.9115], [-0.0503, -4.0943, -4.8408], [-2.7419, 5.7844, 0.4876], [-1.4392, 4.7038, 0.6652], [-0.3509, 5.0561, 1.5434], [-0.4362, 6.5176, 2.4165], [0.7436, 4.2435, 1.6741], [2.0809, 4.6260, 2.6591], [0.7708, 3.0126, 0.9669], [1.7481, 2.1827, 1.0252], [-0.3381, 2.6501, 0.1254], [-0.2768, 1.4981, -0.4692], [-1.4279, 3.5248, -0.0392], [-2.6801, 3.0651, -1.1129], [0.5938, 2.0673, 4.0893], [-0.3577, 1.5794, 3.5387], [-0.3278, 0.3388, 2.9764], [-1.6664, 2.2512, 3.3594], [-2.6508, 1.7409, 2.5179], [-3.8355, 2.4405, 2.3490], [-4.0361, 3.6384, 3.0213], [-3.0538, 4.1459, 3.8633], [-1.8666, 3.4542, 4.0329], [-2.4845, 0.8087, 1.9949], [-4.6031, 2.0515, 1.6935], [-4.9631, 4.1808, 2.8878], [-3.2152, 5.0788, 4.3867], [-1.0852, 3.8318, 4.6792]],
  "atomic_forces_ev_per_a": [[-0.69, 0.17, 0.16], [0.00, 0.02, 0.00], [0.04, -0.03, -0.01], [0.20, -0.03, -0.04], [-0.09, -0.03, 0.06], [0.01, 0.03, -0.03], [-0.01, -0.03, 0.03], [0.01, 0.06, 0.01], [0.04, -0.03, 0.00], [0.01, 0.02, -0.03], [-0.09, 0.00, 0.03], [0.00, 0.01, 0.03], [0.02, -0.02, -0.03], [-0.19, -0.09, -0.05], [0.07, 0.04, -0.05], [-0.01, 0.05, -0.01], [0.02, -0.07, 0.03], [-0.01, -0.01, -0.03], [0.56, 0.00, -0.01], [0.01, 0.01, 0.01], [0.06, -0.01, -0.01], [0.00, -0.03, -0.01], [0.00, 0.05, 0.02], [0.00, -0.03, -0.02], [-0.08, 0.01, 0.01], [0.00, 0.00, 0.00], [0.01, 0.00, 0.00], [0.01, 0.00, 0.00], [0.00, -0.04, -0.01], [-0.02, -0.03, -0.03], [0.01, 0.00, 0.00], [-0.04, 0.02, 0.00], [0.01, -0.02, 0.00], [0.01, 0.03, 0.01], [0.00, 0.00, 0.00], [0.00, 0.00, 0.00], [0.01, 0.02, 0.01], [-0.01, 0.01, -0.03], [0.05, 0.04, 0.05], [-0.03, 0.01, -0.06], [0.01, 0.01, 0.00], [0.03, -0.03, -0.01], [-0.01, 0.04, 0.00], [0.05, -0.06, -0.04], [-0.10, 0.10, 0.04], [0.08, -0.07, 0.05], [0.11, -0.10, -0.17], [0.01, -0.01, -0.01], [0.00, 0.00, 0.05], [-0.06, -0.04, 0.04], [0.02, -0.02, 0.04], [0.02, 0.06, -0.02], [0.01, 0.01, 0.01], [-0.01, -0.01, 0.01], [-0.02, 0.00, 0.00], [-0.01, -0.01, 0.00], [0.01, -0.01, 0.01], [-0.04, 0.01, -0.03], [-0.01, -0.01, 0.01], [0.00, 0.00, 0.00], [0.00, 0.00, 0.00], [0.00, 0.00, 0.00], [0.01, 0.00, 0.00]],
  "mulliken_spin": [0.023, 0.003, 0.006, 0.016, 0.002, 0.001, -0.001, -0.004, -0.001, 0.001, -0.003, 0.009, -0.005, -0.001, -0.009, 0.003, -0.006, 0.000, -0.010, -0.002, 0.000, 0.000, 0.000, 0.000, 0.000, 0.000, -0.005, 0.000, 0.000, 0.000, -0.001, 0.000, 0.002, 0.000, 0.000, 0.000, 0.000, 0.032, 0.105, 0.069, 0.020, -0.016, 0.002, 0.176, 0.239, 0.182, 0.181, -0.018, -0.005, 0.000, 0.002, 0.001, 0.008, 0.006, 0.000, -0.004, 0.008, -0.009, 0.000, 0.000, 0.002, 0.002, 0.000],
  "total_charge": 1,
  "gap_ev": [6.63, 5.99],
  "multiplicity": 2,
  "lumo_ev": [-4.58, -5.23],
  "s_squared": 0.769
}